1.
DFT (the ωB97M-V functional and the def2-TZVPD basis) results for a molecular structure, F2H4N2P at a distorted geometry.

As for the net charge: +1. Its LUMO energy is -5.70 eV. Its total energy is -17761.2090 eV. The energy above the lowest of the compared OMol25 structures with the same formula, charge and spin is 76.7 kcal per mole. The spin multiplicity is 1.

Structure (XYZ):
```
9
Properties=species:S:1:pos:R:3:forces:R:3:lowdin_charge:R:1
N 0.327 -0.599 -1.279 -1.33 3.13 1.30 0.0385
N 0.658 0.639 1.220 1.73 -1.61 0.01 0.0237
F -2.065 -0.818 0.293 4.65 2.42 -0.24 -0.3677
F -1.139 1.483 -0.452 2.42 -2.04 0.72 -0.0762
P -0.211 0.265 -0.015 -8.96 -0.88 -2.97 0.8962
H -0.241 -0.773 -2.111 -0.10 0.12 0.40 0.1370
H 0.978 -1.254 -1.023 2.12 -2.27 0.15 0.0563
H 0.249 1.113 2.029 0.22 -0.14 -0.02 0.1411
H 1.443 -0.055 1.339 -0.75 1.26 0.64 0.1511
```
Forces are in eV/Å.



2.
DFT (the ωB97M-V functional and the def2-TZVPD basis) results for a molecular structure, C25H21N5O6PtSb at a distorted geometry.

As for the net charge: +1. Its LUMO energy is -3.11 eV. Its total energy is -55775.0981 eV. The energy above the lowest of the compared OMol25 structures with the same formula, charge and spin is 0.0 kcal per mole. The spin multiplicity is 1.

Structure (XYZ):
```
59
Properties=species:S:1:pos:R:3:forces:R:3:lowdin_charge:R:1
Pt -0.714 -0.044 -0.764 -0.68 0.74 0.39 1.1992
C -2.885 -2.168 -0.171 0.07 0.01 -0.01 -0.0276
C -2.226 -2.408 -1.492 -0.06 0.04 -0.12 -0.2777
C -2.574 -3.524 -2.243 -0.03 0.00 0.05 -0.0008
C -1.998 -3.748 -3.473 0.02 -0.01 -0.04 -0.0251
C -1.080 -2.827 -3.950 0.03 -0.01 -0.03 -0.1115
C -0.746 -1.727 -3.182 0.10 -0.12 0.18 -0.4149
N -1.311 -1.530 -1.967 0.14 -0.38 -0.20 -0.1064
Sb 0.576 -0.293 -4.093 -0.07 -0.02 0.00 1.5655
C 2.219 -0.105 -2.716 -0.12 0.01 0.09 -0.4583
C 3.468 -0.151 -3.317 0.02 -0.01 -0.01 -0.1343
C 4.590 0.039 -2.520 0.01 -0.01 -0.02 -0.0448
C 4.411 0.274 -1.174 -0.02 -0.02 0.01 -0.0078
C 3.119 0.302 -0.646 0.06 -0.02 0.03 -0.3059
C 2.893 0.547 0.815 0.03 -0.05 0.01 -0.0141
N 2.042 0.106 -1.411 0.12 0.10 -0.13 0.0484
C -0.746 1.270 -3.422 0.20 0.16 -0.02 -0.4162
C -1.085 2.214 -4.375 0.05 0.01 -0.04 -0.1125
C -1.965 3.235 -4.055 0.01 -0.02 -0.01 -0.0253
C -2.487 3.270 -2.782 0.01 0.03 0.05 -0.0015
C -2.132 2.306 -1.847 -0.03 -0.13 -0.02 -0.2760
C -2.739 2.341 -0.481 -0.05 0.02 -0.02 -0.0284
N -1.263 1.321 -2.177 -0.14 -0.07 0.16 -0.0924
H -3.725 -2.848 -0.050 0.00 0.00 0.01 0.0899
H -3.239 -1.140 -0.100 -0.02 0.00 0.01 0.0701
H -2.181 -2.333 0.645 0.00 0.01 0.01 0.0789
H -3.310 -4.205 -1.841 0.00 0.00 0.00 0.1252
H -2.265 -4.619 -4.057 0.00 0.00 -0.01 0.1240
H -0.621 -2.959 -4.920 0.00 -0.01 0.00 0.0933
H 3.568 -0.322 -4.381 0.00 0.00 0.00 0.0848
H 5.583 0.008 -2.950 0.00 0.01 0.00 0.1177
H 5.258 0.437 -0.522 0.00 0.00 0.00 0.1193
H 3.813 0.846 1.313 0.01 0.00 0.00 0.0875
H 2.534 -0.369 1.290 0.00 0.04 -0.01 0.0862
H 2.147 1.329 0.957 0.00 0.00 -0.01 0.0794
H -0.660 2.145 -5.367 0.00 0.01 0.00 0.0915
H -2.242 3.979 -4.789 0.00 0.01 0.00 0.1238
H -3.187 4.039 -2.486 0.00 0.00 -0.01 0.1247
H -3.492 3.124 -0.436 -0.01 -0.03 0.01 0.0899
H -1.990 2.535 0.282 0.04 0.02 0.02 0.0715
H -3.205 1.384 -0.242 0.00 -0.01 0.00 0.0750
O -0.171 -1.057 0.968 -0.04 -0.02 -0.18 -0.1083
C -0.141 0.029 1.627 0.01 -0.02 0.41 -0.6016
O -0.419 1.109 1.028 0.40 -0.27 -0.44 -0.0947
C 0.211 0.019 3.067 -0.04 0.04 -0.08 -0.1042
C 0.276 1.219 3.762 0.00 0.00 -0.01 0.0917
C 0.614 1.185 5.100 -0.02 0.00 0.00 -0.0930
C 0.890 0.010 5.771 0.00 0.00 -0.01 0.1073
C 0.813 -1.161 5.042 0.01 -0.01 -0.01 -0.0931
C 0.481 -1.187 3.702 0.00 0.01 0.00 0.0901
N 1.101 -2.442 5.725 -0.04 0.00 0.00 -0.3474
O 1.390 -2.388 6.898 0.02 0.00 0.01 0.1111
O 1.021 -3.451 5.058 0.01 0.00 0.00 0.0977
N 0.687 2.462 5.846 0.06 -0.01 -0.02 -0.3474
O 1.010 2.402 7.010 -0.02 0.01 0.01 0.1110
O 0.426 3.473 5.231 -0.02 0.02 0.01 0.0983
H 0.069 2.161 3.276 0.00 0.00 0.01 0.1390
H 1.154 0.007 6.818 0.00 0.00 0.00 0.1407
H 0.436 -2.125 3.170 0.00 0.00 0.00 0.1386
```
Forces are in eV/Å.